{
  "formula": "C31H32N3O3",
  "method": "ωB97M-V/def2-TZVPD",
  "symbols": ["C", "C", "C", "N", "C", "C", "C", "C", "C", "N", "C", "C", "H", "H", "H", "H", "H", "H", "H", "C", "C", "C", "C", "C", "C", "C", "C", "C", "C", "C", "C", "N", "O", "O", "C", "C", "C", "C", "C", "C", "C", "C", "C", "O", "H", "H", "H", "H", "H", "H", "H", "H", "H", "H", "H", "H", "H", "H", "H", "H", "H", "H", "H", "H", "H", "H", "H", "H", "H"],
  "positions_angstrom": [[-3.958369, 0.339813, -1.132729], [-2.735621, -0.243411, -0.346262], [-2.241660, -1.398715, -0.990683], [-1.936675, -2.448200, -1.524820], [-3.070352, -0.537723, 1.090930], [-3.878251, 0.323767, 1.880850], [-3.894515, 0.225916, 3.269108], [-3.262584, -0.835828, 3.905224], [-3.211246, -0.902594, 5.346337], [-3.135989, -0.948654, 6.508757], [-2.610468, -1.809584, 3.144781], [-2.559394, -1.688844, 1.760562], [-4.522856, 1.103789, -0.572413], [-3.607217, 0.816097, -2.068772], [-4.696292, -0.481832, -1.411140], [-4.430493, 1.124697, 1.406213], [-4.397772, 0.986895, 3.864679], [-2.143474, -2.651195, 3.642139], [-2.096425, -2.499518, 1.195180], [1.534493, -1.167367, 3.832025], [1.445689, 0.267569, 3.265376], [0.258669, 0.959006, 3.946715], [2.723053, 1.019550, 3.697021], [1.315456, 0.227106, 1.723142], [0.177656, 0.635584, 1.073867], [-0.016798, 0.520774, -0.341675], [-1.302079, 0.890413, -0.900996], [-1.308044, 1.231268, -2.353800], [-0.954382, 0.191430, -3.260745], [-1.095621, 0.292961, -4.631030], [-1.377824, 1.540991, -5.199673], [-1.375466, 1.676965, -6.624440], [-1.584088, 2.790183, -7.151399], [-1.165736, 0.648176, -7.313585], [-1.631309, 2.650041, -4.359224], [-1.577936, 2.501500, -2.973676], [1.168177, 0.176363, -1.091856], [2.316618, -0.319736, -0.519269], [3.495595, -0.913379, -1.346704], [4.832061, -0.205970, -1.035693], [3.289497, -0.804226, -2.864123], [3.683994, -2.415745, -1.033216], [2.410694, -0.349630, 0.936855], [3.402639, -0.913169, 1.511285], [2.416823, -1.666309, 3.418215], [1.613583, -1.140666, 4.930742], [0.634570, -1.731830, 3.555630], [0.160564, 1.997487, 3.596717], [-0.678633, 0.413568, 3.757916], [0.413198, 0.983327, 5.042051], [2.690494, 2.046275, 3.311854], [2.797235, 1.055980, 4.796768], [3.605530, 0.510204, 3.297187], [-0.608682, 1.113103, 1.670848], [-1.845298, 1.597140, -0.265307], [-0.577942, -0.754976, -2.854076], [-0.961134, -0.574979, -5.284792], [-1.857680, 3.600446, -4.847551], [-1.708815, 3.403680, -2.369144], [1.193546, 0.344458, -2.173250], [5.084650, -0.323713, 0.022883], [5.643351, -0.641949, -1.644511], [4.751411, 0.861310, -1.278377], [2.382882, -1.339028, -3.183815], [3.233805, 0.247049, -3.182283], [4.151151, -1.265729, -3.383538], [2.756387, -2.957877, -1.258284], [4.495812, -2.833784, -1.652728], [3.937836, -2.548721, 0.023727]],
  "forces_ev_per_a": [[-0.4, -0.7, -0.5], [-1.0, 0.2, -1.5], [0.9, -7.0, -3.2], [-1.3, 5.6, 2.7], [0.3, -0.1, 1.1], [0.9, 0.0, -0.3], [-0.4, 0.0, -0.3], [0.4, 0.0, 0.2], [0.1, 0.0, 1.6], [-0.2, 0.1, -1.9], [-0.4, 0.1, -0.4], [0.2, 0.5, -0.2], [0.4, -0.3, -0.1], [-0.3, -0.4, 0.5], [0.9, 1.0, 0.4], [0.2, 0.1, 0.1], [0.0, -0.2, -0.2], [-0.1, 0.0, -0.1], [0.1, 0.5, 0.0], [0.0, 0.0, -0.2], [0.2, -0.1, 0.2], [-0.1, 0.0, 0.0], [0.0, 0.0, -0.2], [0.2, -0.1, 0.0], [-0.2, -0.1, -0.3], [1.8, 0.3, 0.5], [-0.9, 1.2, 1.9], [0.1, -0.2, -2.1], [-0.4, -0.2, 0.8], [0.3, 0.4, -0.7], [-0.3, 0.1, 1.9], [-0.2, -0.2, -3.0], [0.3, -1.6, 1.2], [-0.3, 1.9, 1.4], [0.4, -0.6, -0.6], [-0.1, -0.7, 0.7], [-0.7, -0.1, -0.1], [0.2, 0.1, 0.3], [0.2, 0.1, 0.0], [-0.1, 0.1, 0.1], [-0.1, 0.0, -0.1], [-0.2, 0.0, 0.2], [0.7, -1.2, 0.6], [-0.8, 0.8, -0.4], [-0.2, 0.0, 0.1], [-0.1, 0.0, -0.3], [0.1, 0.0, 0.1], [-0.1, -0.2, 0.1], [0.2, 0.2, 0.0], [0.0, 0.0, -0.5], [0.1, -0.1, 0.1], [-0.1, 0.0, -0.3], [-0.2, 0.2, 0.0], [0.0, -0.4, -0.3], [0.7, 0.9, -0.5], [-0.6, 0.4, -0.2], [0.2, 0.4, 0.3], [0.2, -0.2, 0.4], [-0.2, -0.4, 0.0], [-0.3, -0.3, 0.4], [-0.1, 0.1, -0.2], [-0.3, 0.1, 0.1], [0.1, -0.1, 0.1], [0.2, 0.2, 0.0], [-0.1, -0.2, 0.0], [-0.4, 0.2, 0.2], [0.2, 0.0, 0.1], [-0.2, 0.2, 0.1], [-0.1, 0.0, -0.2]],
  "lowdin_charge": [-0.025, -0.311, -0.243, 0.172, -0.145, -0.014, -0.035, -0.261, -0.183, 0.139, -0.029, 0.004, 0.066, 0.072, 0.111, 0.095, 0.119, 0.120, 0.111, -0.051, -0.534, -0.078, -0.061, -0.089, 0.003, -0.203, -0.116, -0.168, -0.034, 0.024, -0.165, -0.323, 0.041, 0.037, 0.002, -0.003, 0.007, -0.087, -0.534, -0.065, -0.088, -0.060, -0.306, -0.087, 0.073, 0.080, 0.074, 0.085, 0.061, 0.086, 0.082, 0.077, 0.071, 0.103, 0.127, 0.103, 0.127, 0.115, 0.116, 0.089, 0.072, 0.076, 0.081, 0.079, 0.082, 0.081, 0.085, 0.076, 0.071],
  "lumo_ev": 0.905,
  "multiplicity": 1,
  "gap_ev": 4.66,
  "e_tot_ev": -43276.4499,
  "charge": -1
}